Entry 1:
Formula: C4H10S3
Source: the Open Molecules 2025 dataset
Level of theory: wB97M-V/def2-TZVPD

Geometry as XYZ:
```
17
C4H10S3, DFT wB97M-V/def2-TZVPD
C -2.5096 1.4915 -0.4067
S -1.7330 2.3140 1.0007
C -0.5241 1.0635 1.4622
S 0.8390 0.9382 0.2678
C 1.5816 -0.6122 0.8273
S 2.7571 -1.2864 -0.3645
C 1.6290 -1.8224 -1.6556
H -3.0070 0.5670 -0.0843
H -1.7766 1.2497 -1.1965
H -3.2540 2.1784 -0.8120
H -0.1405 1.3845 2.4439
H -1.0208 0.0946 1.5102
H 0.8125 -1.3491 1.0575
H 2.1307 -0.4352 1.7519
H 0.9482 -2.5879 -1.3083
H 2.2390 -2.2079 -2.4722
H 1.0285 -0.9803 -2.0214
```

Spin multiplicity   1
Energy relative to the best compared isomer or geometry (same formula, charge and spin)   0.356 eV
Structure (SMILES)   CSCSCSC
Charge   0
Gap between HOMO and LUMO   9.47 eV

***

Entry 2:
Formula: C4H10SSe
Source: the Open Molecules 2025 dataset
Level of theory: wB97M-V/def2-TZVPD

Geometry as XYZ:
```
16
C4H10SSe, DFT wB97M-V/def2-TZVPD
C -2.3021 -0.4070 1.3083
S -0.7932 -1.2671 1.7496
C 0.4678 -0.0338 1.5966
C 0.4598 0.6716 0.2425
Se 0.3572 -0.8255 -1.2160
C 1.4777 -0.2752 -2.7314
H -2.9692 -1.2566 1.1193
H -1.9988 0.3293 0.5005
H -2.4801 0.3616 2.0742
H 1.4694 -0.5878 1.6348
H 0.3157 0.7916 2.2636
H 1.3263 1.3330 0.3154
H -0.3481 1.3214 0.2815
H 1.6294 -0.8418 -3.6417
H 0.8942 0.5524 -3.1815
H 2.4940 0.1339 -2.3156
```

Spin multiplicity   1
Energy relative to the best compared isomer or geometry (same formula, charge and spin)   0.270 eV
Structure (SMILES)   CSCC[Se]C
Charge   0
Gap between HOMO and LUMO   8.96 eV

***

Entry 3:
Formula: C4H10Si
Source: the Open Molecules 2025 dataset
Level of theory: wB97M-V/def2-TZVPD

Geometry as XYZ:
```
15
C4H10Si, DFT wB97M-V/def2-TZVPD
C -3.2413 0.5830 -0.2381
C -2.2434 -0.2432 0.1650
C -0.0724 -1.0863 0.0374
C 2.6787 0.1456 -0.3738
Si 0.9471 0.4382 0.3788
H -3.1199 1.3278 -1.0051
H -4.2070 0.5082 0.2372
H -0.1421 -1.4769 -0.9647
H -2.4596 -0.9609 0.9392
H -0.2603 -1.8190 0.8033
H 2.7919 -0.8826 -0.7061
H 2.8440 0.7840 -1.2361
H 3.4741 0.3484 0.3360
H 1.0538 0.6330 1.8289
H 0.3576 1.6315 -0.2353
```

Spin multiplicity   1
Energy relative to the best compared isomer or geometry (same formula, charge and spin)   2.625 eV
Charge   0
Gap between HOMO and LUMO   9.23 eV

***

Entry 4:
Formula: C4H10Si
Source: the Open Molecules 2025 dataset
Level of theory: wB97M-V/def2-TZVPD

Geometry as XYZ:
```
15
C4H10Si, DFT wB97M-V/def2-TZVPD
C 1.3189 1.9913 0.5442
C 0.0626 1.4458 0.1382
C -0.9898 0.9902 -0.2639
Si -2.3587 -0.1413 -0.8206
H 1.1895 3.0608 0.8291
H 1.7028 1.4694 1.5082
H 2.0319 1.7845 -0.2523
H -1.9237 -1.5144 -0.7162
H -2.5378 0.1892 -2.2598
H -3.4598 0.0571 0.1374
C 1.0140 -1.8866 0.2605
H 1.0565 -2.9167 -0.1174
H 0.5469 -1.8284 1.2197
H 1.9655 -1.4248 0.2794
H 0.3812 -1.2762 -0.4865
```

Spin multiplicity   1
Energy relative to the best compared isomer or geometry (same formula, charge and spin)   0.774 eV
Structure (SMILES)   CC#C[SiH3].C
Charge   0
Gap between HOMO and LUMO   10.66 eV

***

Entry 5:
Formula: C4H10Si
Source: the Open Molecules 2025 dataset
Level of theory: wB97M-V/def2-TZVPD

Geometry as XYZ:
```
15
C4H10Si, DFT wB97M-V/def2-TZVPD
C 1.3105 -0.7325 0.3012
C -0.0654 -0.0440 0.1521
C -0.4520 0.7659 1.3852
C -1.1043 -0.6718 -0.6586
Si -0.1184 0.5832 -1.6631
H 2.1226 -0.0051 0.1972
H 1.4448 -1.7211 -0.2542
H 1.2926 -0.8570 1.3955
H 0.4562 1.3287 1.5672
H -0.4989 -0.0012 2.1694
H -1.3897 1.3523 1.3159
H -1.0729 -1.7456 -0.9395
H -2.0373 -0.3004 -0.4505
H 1.1413 0.2680 -2.3610
H -1.0291 1.7805 -2.1568
```

Spin multiplicity   1
Energy relative to the best compared isomer or geometry (same formula, charge and spin)   0.819 eV
Structure (SMILES)   CC1(C)C[SiH2]1
Charge   0
Gap between HOMO and LUMO   8.83 eV

***

Entry 6:
Formula: C4H11B
Source: the Open Molecules 2025 dataset
Level of theory: wB97M-V/def2-TZVPD

Geometry as XYZ:
```
16
C4H11B, DFT wB97M-V/def2-TZVPD
B 0.3339 1.6338 -0.7492
C -0.5950 0.5756 0.2994
C -1.5734 -0.1497 -0.6149
C 0.3547 -0.4143 1.0377
C 1.4010 -1.0865 0.1534
H 1.0301 1.1009 -1.5076
H 0.2114 2.7980 -0.7374
H -1.1388 1.1702 0.9935
H -1.6819 0.3387 -1.5530
H -2.4433 0.0588 -0.1151
H -1.5267 -1.2297 -0.6373
H -0.2108 -1.1538 1.7465
H 0.9410 0.1501 1.8775
H 2.2459 -1.4510 0.7259
H 1.7353 -0.4229 -0.6226
H 0.9165 -1.9182 -0.2966
```

Spin multiplicity   1
Energy relative to the best compared isomer or geometry (same formula, charge and spin)   2.138 eV
Structure (SMILES)   B[C@@H](C)CC
Charge   0
Gap between HOMO and LUMO   10.14 eV

***

Entry 7:
Formula: C4H11BiClNO2W
Source: the Open Molecules 2025 dataset
Level of theory: wB97M-V/def2-TZVPD

Geometry as XYZ:
```
21
C4H11BiClNO2W, DFT wB97M-V/def2-TZVPD
Bi -1.2761 -1.8288 -3.1167
Cl -2.8036 0.1287 -2.5773
C -1.8643 -2.2912 -1.0335
C 0.2377 -0.1388 -3.2211
H -2.7710 -2.9573 -1.0794
H -1.1410 -2.5774 -0.2526
H -2.2768 -1.2486 -0.7819
H 0.8702 -0.2729 -4.1008
H 0.7991 -0.0867 -2.2958
H -0.3892 0.7363 -3.3546
W 0.3709 0.5032 1.5870
C 1.3151 2.3332 1.3957
C 1.7142 -0.8310 1.0625
H 2.3721 2.3077 1.1344
H 0.7408 2.7270 0.5598
H 1.1588 3.0000 2.2691
H 2.7997 -0.6597 0.9282
H 1.4262 -1.8467 0.7423
O -0.4107 0.0333 4.5843
N -0.3106 0.8693 3.6692
O -0.5615 2.1002 3.8812
```

Spin multiplicity   3
Energy relative to the best compared isomer or geometry (same formula, charge and spin)   0.430 eV
Charge   0
Gap between HOMO and LUMO (spin up / spin down)   7.40 / 7.82 eV

***

Entry 8:
Formula: C4H11BrNO3PS
Source: the Open Molecules 2025 dataset
Level of theory: wB97M-V/def2-TZVPD

Geometry as XYZ:
```
22
C4H11BrNO3PS, DFT wB97M-V/def2-TZVPD
C 0.7229 -2.5749 -1.2418
C 2.2682 0.4444 1.0421
C -1.5891 2.7545 0.7174
C -0.3164 -1.9748 -0.2331
N -0.8926 -0.7326 -0.5476
O 1.2924 1.5105 -1.6069
O 1.1816 1.3407 0.8792
O -0.7505 2.3976 -0.4120
P 0.4036 1.3166 -0.4580
S -2.3619 -0.3400 -1.0215
Br -3.7130 -0.2963 0.7837
H 0.1710 -2.8482 -2.1880
H 1.5876 -1.9573 -1.3732
H 0.9762 -3.5521 -0.9200
H 2.6846 0.3409 0.0474
H 2.1328 -0.5887 1.3915
H 3.1164 0.9648 1.6513
H -1.9762 1.9575 1.4840
H -2.4439 2.9922 0.1806
H -1.3516 3.5943 1.2663
H -1.1534 -2.7268 -0.2409
H 0.0114 -2.0222 0.7993
```

Spin multiplicity   1
Charge   0
Gap between HOMO and LUMO (spin up / spin down)   7.93 / 7.93 eV

***

Entry 9:
Formula: C4H11BrNO4P
Source: the Open Molecules 2025 dataset
Level of theory: wB97M-V/def2-TZVPD

Geometry as XYZ:
```
22
C4H11BrNO4P, DFT wB97M-V/def2-TZVPD
C 1.7869 1.3373 0.6596
C 2.5272 0.1035 0.1421
C 1.6330 -1.1085 -0.1230
O 0.3280 -0.6775 -0.5790
P -0.8709 -1.7036 -0.4599
O -0.7902 -2.8940 -1.3007
O -0.9508 -2.2006 1.0776
Br -0.9123 -0.9571 2.4271
O -2.1228 -0.7944 -0.7667
C -2.2689 0.5355 -0.2449
N -2.9777 1.3197 -1.2254
H 1.0713 1.0875 1.4353
H 1.2917 1.8647 -0.1482
H 2.5037 2.0294 1.0973
H 3.2971 -0.1869 0.8473
H 2.9707 0.3707 -0.8131
H 1.5446 -1.7389 0.7561
H 2.0531 -1.6954 -0.9338
H -2.8518 0.5037 0.6697
H -1.2968 0.9587 -0.0089
H -3.6233 1.9419 -0.7615
H -2.3417 1.9045 -1.7471
```

Spin multiplicity   1
Charge   0
Gap between HOMO and LUMO   9.24 eV

***

Entry 10:
Formula: C4H11BrNOV
Source: the Open Molecules 2025 dataset
Level of theory: wB97M-V/def2-TZVPD

Geometry as XYZ:
```
19
C4H11BrNOV, DFT wB97M-V/def2-TZVPD
V -21.3174 7.4456 -3.3648
Br -20.0214 9.3969 -2.5178
C -22.5655 12.7370 -1.4393
C -21.9060 13.4124 -2.6077
C -20.5231 13.8858 -2.2584
O -20.5779 14.9532 -1.3645
C -19.3127 15.3497 -0.9429
N -21.8429 12.4545 -3.7505
H -22.6150 13.3481 -0.5394
H -22.0656 11.7909 -1.1806
H -23.6013 12.4448 -1.6398
H -22.5551 14.2393 -2.9027
H -19.9374 14.1784 -3.1437
H -19.9450 13.0676 -1.7796
H -18.9930 14.7003 -0.1157
H -19.3394 16.3782 -0.5848
H -18.5404 15.3476 -1.7231
H -21.4320 11.6081 -3.3545
H -21.1107 12.7384 -4.4001
```

Spin multiplicity   4
Energy relative to the best compared isomer or geometry (same formula, charge and spin)   0.000 eV
Charge   +1
Gap between HOMO and LUMO (spin up / spin down)   4.25 / 4.59 eV

***

Entry 11:
Formula: C4H11BrSi2
Source: the Open Molecules 2025 dataset
Level of theory: wB97M-V/def2-TZVPD

Geometry as XYZ:
```
18
C4H11BrSi2, DFT wB97M-V/def2-TZVPD
C 0.0534 -1.0594 1.4731
C -0.6313 -0.5932 -1.3221
C 2.3086 -0.1219 -0.2338
C -1.4419 2.0343 0.3058
Si 0.8793 -1.3287 -0.2187
Si -1.6181 0.2158 0.1425
Br -3.8409 -0.1870 0.3722
H -0.2640 -1.9927 2.0666
H 0.5229 -0.2382 2.0057
H -0.2792 -0.0345 -2.2025
H -1.1451 -1.5073 -1.6210
H 2.2887 0.6097 -1.0573
H 2.3774 0.4398 0.6739
H 3.2486 -0.7662 -0.4021
H -0.3589 2.2162 0.4385
H -1.4664 2.4125 -0.7412
H -1.9934 2.5814 1.0377
H 1.3602 -2.6807 -0.7173
```

Spin multiplicity   1
Energy relative to the best compared isomer or geometry (same formula, charge and spin)   1.320 eV
Charge   0
Gap between HOMO and LUMO   9.09 eV

***

Entry 12:
Formula: C4H11CeO3
Source: the Open Molecules 2025 dataset
Level of theory: wB97M-V/def2-TZVPD

Geometry as XYZ:
```
19
C4H11CeO3, DFT wB97M-V/def2-TZVPD
C 2.4950 0.4593 -2.4216
O 2.6275 0.8758 -0.6583
H 3.1885 0.1239 -3.2088
H 1.4531 0.2242 -2.6838
H 2.8067 1.4919 -2.6194
H 2.9662 1.7714 -0.6142
C 2.5186 -2.8739 -2.2805
C 2.8164 -4.1118 -1.4586
O 3.4404 -3.8529 -0.1943
C 4.0783 -4.9747 0.4125
H 1.4267 -2.7074 -2.2748
H 2.8796 -3.0649 -3.3067
H 3.5338 -4.7205 -2.0275
H 1.8686 -4.6057 -1.2037
H 4.4656 -4.6586 1.3860
H 3.3561 -5.7880 0.5565
H 4.8941 -5.3200 -0.2368
Ce 3.9031 -1.6222 0.1393
O 3.1589 -1.7133 -1.8327
```

Spin multiplicity   2
Charge   +2
Gap between HOMO and LUMO (spin up / spin down)   8.71 / 8.75 eV

***

What is the charge in the seventh record?
0

***

The highest charge belongs to which entry?
C4H11CeO3